The following is a DFT calculation (ωB97M-V/def2-TZVPD) of a structure of composition CHHgLiO2 in a non-equilibrium geometry.

Properties
Lowest unoccupied orbital energy (spin up / spin down)   -13.32 / -13.32 eV
Kohn-Sham gap (spin up / spin down)   7.072 / 7.074 eV
Energy relative to the best compared isomer or geometry (same formula, charge and spin)   7.5 kcal/mol
HOMO level (spin up / spin down)   -20.40 / -20.40 eV
Charge   +2

The geometry in XYZ format:
```
6
Properties=species:S:1:pos:R:3:forces:R:3
H 0.376317 -2.592060 -0.093737 1.38 -3.45 -0.67
O 0.837613 -1.728750 -0.159923 -2.80 -1.27 1.02
C -0.284769 -1.218412 0.175645 -1.16 2.65 -1.29
O -0.946871 -0.297104 0.054403 -0.62 -1.77 0.86
Li 2.657748 -0.904166 0.315135 2.56 -1.71 0.48
Hg 1.261331 0.728167 0.036500 0.64 5.55 -0.41
```
Positions in Å, forces in eV/Å.

Computed Mulliken charges, given in elementary charges: number 1, H, carries 0.376; number 2, O, carries -0.258; number 3, C, carries 0.679; number 4, O, carries -0.029; number 5, Li, carries 0.862; number 6, Hg, carries 0.369